[1]
Molecular formula: C2H4P2S
Method: DFT, ωB97M-V with the def2-TZVPD basis set

frontier orbital gap (alpha / beta)	6.777 / 6.785	eV
electronic energy	-31547.7561	eV
energy above the lowest of the compared OMol25 structures with the same formula, charge and spin	3.5078	eV
HOMO (alpha / beta)	-8.2 / -8.1	eV

Last column: Mulliken charge in e.
Element x y z (Å)
1 C 0.621 -0.922 -1.111  0.171
2 C 1.269 -0.261 0.036  -0.575
3 P 0.055 -1.370 -2.518  -0.279
4 P -2.393 0.301 2.274  0.030
5 S -2.319 1.546 0.663  -0.203
6 H 2.370 -0.583 0.085  0.274
7 H 0.920 -0.525 0.996  0.244
8 H 0.975 0.858 -0.136  0.197
9 H -1.497 0.956 -0.290  0.141

[2]
Molecular formula: C21H23N3O6S
Method: DFT, ωB97M-V with the def2-TZVPD basis set

frontier orbital gap	9.044	eV
electronic energy	-49724.5634	eV
energy above the lowest of the compared OMol25 structures with the same formula, charge and spin	19.0030	eV
HOMO	-8.7	eV

Last column: Mulliken charge in e.
Element x y z (Å)
1 C -6.445 -1.716 0.175  -1.160
2 C -4.993 -1.217 -0.374  0.700
3 O -4.847 -0.088 -1.024  -0.779
4 N -4.069 -2.054 -0.020  -0.081
5 C -2.726 -2.059 -0.395  0.661
6 C -2.296 -1.098 -1.150  -0.682
7 C -0.969 -1.059 -1.238  0.023
8 C -0.019 -1.691 -0.780  0.254
9 C -0.562 -2.570 0.193  -0.307
10 C -1.833 -2.721 0.479  -1.396
11 H -2.319 -3.165 1.244  0.559
12 H 0.058 -3.112 0.762  0.794
13 N 1.393 -1.728 -0.996  -0.119
14 C 2.424 -1.914 -0.095  0.019
15 O 2.321 -2.852 0.617  -0.610
16 C 3.641 -1.304 -0.359  0.244
17 N 3.624 -0.083 0.101  0.131
18 S 2.739 1.209 -0.677  1.074
19 O 3.597 2.603 -0.701  -0.767
20 O 2.452 0.815 -1.966  -0.672
21 C 1.158 1.383 0.002  0.777
22 C 0.123 2.264 -0.357  -0.175
23 C -1.040 2.358 0.087  0.465
24 C -1.401 1.537 1.348  0.199
25 C -0.343 0.905 1.544  -0.631
26 C 1.017 0.710 1.243  -0.405
27 H 1.709 -0.095 1.717  0.283
28 H -0.558 0.339 2.641  -0.099
29 O -2.667 1.426 1.823  -0.488
30 C -3.553 1.978 0.944  -0.214
31 C -3.075 3.421 0.187  -1.057
32 H -2.856 4.006 0.898  0.561
33 O -1.921 3.094 -0.545  -0.491
34 H -3.862 3.613 -0.444  0.525
35 H -3.888 1.238 0.088  0.146
36 H -4.410 2.404 1.548  0.433
37 H 0.501 2.725 -1.581  0.172
38 C 4.639 0.399 1.268  -0.659
39 C 5.052 -0.960 1.501  -0.711
40 H 5.964 -0.878 1.982  0.561
41 C 5.011 -1.942 0.387  -0.848
42 H 4.621 -2.840 0.707  0.509
43 H 5.718 -1.818 -0.372  0.372
44 H 4.330 -1.504 2.274  0.141
45 H 4.142 1.077 1.723  0.626
46 H 5.620 0.845 0.497  0.206
47 H 3.914 -1.349 -1.531  0.175
48 H 1.736 -0.978 -1.534  0.381
49 H -0.458 -0.160 -2.249  -0.080
50 H -3.042 -0.335 -1.735  0.316
51 H -4.335 -2.759 0.548  0.143
52 H -7.247 -0.999 -0.314  0.284
53 H -6.492 -2.651 -0.406  0.364
54 H -6.462 -1.843 1.276  0.331

[3]
Molecular formula: C28H35F3O27
Method: DFT, ωB97M-V with the def2-TZVPD basis set

frontier orbital gap	10.513	eV
electronic energy	-93033.7562	eV
HOMO	-10.7	eV

Last column: Mulliken charge in e.
Element x y z (Å)
1 C 2.038 7.513 -3.573  -0.261
2 C 1.542 6.914 -4.832  -0.308
3 O 1.614 5.558 -4.616  -0.320
4 C 1.849 5.373 -3.288  0.699
5 O 1.816 4.264 -2.706  -0.610
6 O 2.014 6.468 -2.704  -0.265
7 H 1.370 8.332 -3.306  0.267
8 H 3.019 7.956 -3.747  0.280
9 H 2.126 7.296 -5.670  0.270
10 H 0.511 7.070 -5.149  0.247
11 C 0.063 -1.177 1.549  -0.287
12 C 0.432 -0.002 0.721  -0.276
13 O 1.175 0.679 1.705  -0.315
14 C 0.876 0.298 2.936  0.720
15 O 1.301 0.781 3.956  -0.585
16 O -0.017 -0.666 2.847  -0.331
17 H 0.683 -2.070 1.460  0.299
18 H -0.937 -1.393 1.174  0.255
19 H -0.360 0.713 0.497  0.256
20 H 0.965 -0.269 -0.191  0.263
21 C -5.886 -5.422 -1.775  -0.231
22 C -5.172 -4.710 -0.589  -0.286
23 O -3.793 -5.070 -0.731  -0.275
24 C -3.621 -5.924 -1.642  0.687
25 O -2.497 -6.446 -1.908  -0.617
26 O -4.803 -6.215 -2.316  -0.337
27 H -6.263 -4.742 -2.538  0.252
28 H -6.751 -5.963 -1.391  0.262
29 H -5.596 -5.042 0.358  0.256
30 H -5.434 -3.653 -0.554  0.289
31 C 5.712 -1.045 -1.786  -0.187
32 C 7.001 -0.264 -1.929  -0.264
33 O 7.615 -0.369 -0.665  -0.304
34 C 7.006 -1.319 -0.002  0.672
35 O 7.456 -1.900 1.010  -0.578
36 O 5.830 -1.634 -0.599  -0.307
37 H 5.524 -1.757 -2.589  0.261
38 H 4.888 -0.333 -1.733  0.190
39 H 6.653 0.727 -2.220  0.261
40 H 7.596 -0.584 -2.785  0.256
41 C -0.175 -0.369 -6.880  -0.348
42 C 0.834 -0.758 -5.906  -0.144
43 O 0.058 -1.015 -4.834  -0.288
44 C -1.289 -0.745 -5.065  0.628
45 O -2.111 -0.821 -4.196  -0.528
46 O -1.469 -0.356 -6.345  -0.317
47 H -0.129 -1.055 -7.725  0.250
48 H -0.005 0.632 -7.277  0.267
49 H 1.452 0.128 -5.761  0.220
50 H 1.382 -1.673 -6.133  0.262
51 C -9.357 1.877 2.038  -1.493
52 C -8.075 1.533 2.791  0.449
53 C -7.413 0.299 2.219  -0.369
54 O -6.137 0.840 1.936  -0.279
55 C -6.055 2.120 2.267  0.652
56 O -5.006 2.769 2.125  -0.612
57 O -7.201 2.628 2.682  -0.345
58 H -8.998 1.992 1.016  0.376
59 H -9.736 2.879 2.242  0.354
60 H -10.164 1.164 2.205  0.364
61 H -8.336 1.391 3.840  0.291
62 H -8.017 -0.223 1.475  0.329
63 H -7.406 -0.323 3.114  0.284
64 C -3.065 1.908 7.874  -0.388
65 C -3.726 0.668 7.284  0.357
66 O -5.061 1.066 7.116  -0.309
67 C -5.302 2.170 7.791  0.686
68 O -6.405 2.671 7.871  -0.562
69 O -4.219 2.596 8.430  -0.329
70 F -3.636 -0.360 8.147  -0.291
71 H -2.609 2.502 7.082  0.284
72 H -2.383 1.737 8.707  0.280
73 H -3.260 0.362 6.347  0.272
74 C 3.161 -6.708 -1.339  -0.435
75 C 3.320 -6.961 -2.836  0.271
76 O 4.406 -7.822 -2.852  -0.294
77 C 5.078 -7.815 -1.703  0.665
78 O 6.127 -8.462 -1.458  -0.565
79 O 4.475 -6.945 -0.872  -0.310
80 F 3.774 -5.837 -3.528  -0.292
81 H 2.566 -7.574 -1.049  0.303
82 H 2.580 -5.846 -1.010  0.373
83 H 2.408 -7.278 -3.342  0.284
84 C 5.781 4.110 2.421  -0.315
85 C 6.832 4.754 1.548  0.363
86 O 8.017 3.944 1.872  -0.334
87 C 7.877 3.208 2.978  0.730
88 O 8.823 2.580 3.539  -0.562
89 O 6.599 3.399 3.396  -0.334
90 F 6.907 6.061 1.803  -0.275
91 H 5.047 3.517 1.874  0.209
92 H 5.082 4.779 2.923  0.270
93 H 6.611 4.693 0.482  0.247